The following is a DFT calculation (the ωB97M-V functional and the def2-TZVPD basis) of a gas-phase ion, C7H16N3 (charge +1) in a non-equilibrium geometry.

```
26
Properties=species:S:1:pos:R:3:forces:R:3:lowdin_charge:R:1
C 1.532538 2.145364 0.020514 -0.833 -2.152 1.097 0.01
C 0.853937 0.797717 0.281146 -1.097 -0.100 2.302 -0.28
N 1.838492 -0.303305 0.098521 2.255 0.206 -3.253 0.04
C 1.376043 -1.730698 0.334640 -0.718 -0.352 1.438 -0.06
C 0.062436 -1.901813 -0.554303 1.311 0.289 1.135 -0.14
N -0.892550 -0.809939 -0.592791 -0.334 -2.296 1.503 -0.08
C -2.055281 -0.850515 0.393613 -0.663 -0.717 -2.201 -0.11
C -2.434239 0.602316 0.383431 -2.222 1.316 1.868 -0.20
N -1.359889 1.355993 -0.241941 -1.788 1.927 -0.408 0.01
C -0.339473 0.504027 -0.649034 1.347 -0.077 -1.206 -0.37
H 2.041104 1.872711 -0.843969 1.386 0.944 -2.017 0.06
H 2.176443 2.426672 0.824786 0.658 0.079 0.411 0.09
H 0.796838 2.893477 -0.080879 -0.765 0.819 -0.510 0.08
H 0.523174 0.771450 1.356660 0.045 -0.337 -1.000 0.18
H 2.704797 -0.081803 0.569640 0.231 -0.143 0.884 0.17
H 2.208362 -0.118751 -0.927106 -1.110 -1.075 1.855 0.22
H 1.282439 -1.776285 1.486078 -0.248 -0.057 -1.855 0.15
H 2.133699 -2.542062 0.035377 -0.847 1.687 0.271 0.15
H 0.539324 -2.087676 -1.482092 0.127 0.403 -1.693 0.10
H -0.344898 -2.879493 -0.374932 -0.719 -0.172 0.610 0.13
H -1.864552 -1.271564 1.378355 0.440 -0.013 -0.006 0.11
H -2.962735 -1.411348 -0.080363 1.963 0.485 0.848 0.15
H -3.441862 0.689390 -0.070342 0.828 0.286 -0.601 0.12
H -2.692755 1.031717 1.398886 0.795 -0.660 -0.680 0.13
H -1.699025 2.013879 -0.944009 0.234 -0.456 0.278 0.15
H 0.017629 0.660532 -1.719894 -0.275 0.170 0.929 0.19
```
Forces are in eV/Å.

The charge is +1. As for the relative energy (zero: lowest compared OMol25 entry of this formula, charge and spin): 235.7 kJ/mol. The value obtained for the highest occupied orbital energy is -12.5 eV. The largest force on an atom is 3.96 eV/A. The SMILES is C[C@@H]1[NH2+]CCN2CCN[C@@H]12. For the total energy, the calculation gives -440.29199 a.u.

---

The following is a DFT calculation (the ωB97M-V functional and the def2-TZVPD basis) of a gas-phase ion, C7H16N3O (charge +1) in a non-equilibrium geometry.

```
27
Properties=species:S:1:pos:R:3:forces:R:3:lowdin_charge:R:1
C 1.579883 0.143364 0.393135 0.451 4.399 0.074 -0.47
C -0.779034 0.404372 -0.014123 -3.204 -0.843 0.297 -0.52
C -1.828565 1.036815 -0.943337 1.218 -1.622 -0.113 0.02
C -1.273902 0.518019 1.471597 1.489 -1.432 0.870 0.04
C 0.893735 2.164350 -0.623378 -2.008 2.065 2.551 0.01
C 1.685419 -1.960668 1.584973 -2.265 -2.713 2.020 -0.07
C -0.360058 -1.382991 -1.824305 -2.951 0.021 -1.720 -0.04
N 0.481036 0.892480 -0.155818 4.929 -0.982 0.407 -0.05
N 1.428896 -1.151323 0.517871 -1.163 -1.456 -2.857 0.17
N -0.666434 -0.994751 -0.495995 2.753 -0.211 2.787 0.08
O 2.667926 0.699448 0.684731 -1.977 -1.793 -0.482 0.10
H -2.651608 0.342473 -1.001048 -0.646 0.389 0.186 0.11
H -1.458929 1.216061 -1.918431 0.616 -0.395 -1.255 0.08
H -2.002846 1.995098 -0.626827 -1.246 2.190 1.247 0.07
H -1.406644 -0.451722 1.983023 -0.073 0.023 -0.500 0.09
H -2.143097 1.069979 1.702066 -1.300 0.571 -0.614 0.07
H -0.527682 1.004927 2.118800 0.198 -0.060 -0.608 0.10
H 0.419930 3.003142 -0.019934 0.221 -0.839 -0.725 0.14
H 1.915285 2.258030 -0.392524 1.373 0.094 -0.363 0.08
H 0.617008 2.258913 -1.616267 -0.064 0.522 -2.126 0.08
H 2.726712 -2.045306 1.824151 1.084 1.159 0.445 0.12
H 0.984967 -1.657314 2.425195 1.437 -0.605 -0.263 0.13
H 1.643843 -3.112905 1.403572 -0.813 1.844 -0.351 0.14
H 0.036642 -2.375324 -1.809320 -0.126 -0.734 -0.099 0.10
H -1.409943 -1.324271 -2.404137 2.287 -0.451 0.877 0.17
H 0.337763 -0.791358 -2.373524 0.423 0.902 0.070 0.10
H -0.910303 -1.759542 0.109855 -0.644 -0.041 0.243 0.15
```
Forces are in eV/Å.

The charge is +1. As for the relative energy (zero: lowest compared OMol25 entry of this formula, charge and spin): 444.9 kJ/mol. The value obtained for the highest occupied orbital energy (spin up / spin down) is -13.4 / -13.4 eV. The largest force on an atom is 5.04 eV/A. For the total energy, the calculation gives -515.40197 a.u.

---

The following is a DFT calculation (the ωB97M-V functional and the def2-TZVPD basis) of 2 unconnected molecules or ions with the total composition C7H16N4S in a non-equilibrium geometry.

```
28
Properties=species:S:1:pos:R:3:forces:R:3:lowdin_charge:R:1
C 1.914943 -0.667985 -0.142907 2.484 0.370 0.205 -0.19
C -0.534330 -0.722885 -0.650496 -1.539 -0.397 1.392 -0.28
C -3.906145 0.873447 0.040636 3.259 -0.280 -0.108 -0.10
C -2.879152 1.995672 0.452234 -3.621 -0.129 2.921 -0.18
C -2.951653 -0.345847 -0.271077 -0.680 0.665 1.382 -0.12
C -1.568222 1.649334 -0.142465 1.704 0.240 0.279 -0.09
C 5.511477 0.837251 0.133070 2.998 -2.537 -1.616 -0.21
N -1.533382 0.059129 -0.128834 1.331 1.225 -2.513 0.04
N -0.691576 -2.037080 -0.904122 -3.699 0.065 -0.194 0.22
N 2.062487 -1.712855 0.664631 -1.529 -0.768 0.823 0.05
N 0.804329 -0.290585 -0.799457 -1.766 0.349 -0.212 0.03
S 7.106619 0.543857 -0.243370 -0.945 1.666 2.770 1.05
H -4.453519 0.601331 0.898251 -1.107 -0.104 0.683 0.10
H -4.514554 1.090968 -0.805267 -0.448 0.286 -0.522 0.11
H -3.437660 2.980081 0.452389 1.486 -0.550 -1.392 0.15
H -2.915340 1.963409 1.592591 0.992 -0.520 -1.184 0.14
H -3.079264 -1.054389 0.515838 -0.440 -0.975 0.235 0.12
H -3.228446 -0.725887 -1.224540 0.327 -0.628 -0.928 0.12
H -1.498286 1.994499 -1.175755 0.060 -0.285 -0.081 0.13
H -0.745508 2.137903 0.443027 -0.429 -1.001 -0.576 0.14
H 5.026738 1.085446 1.014722 -0.291 1.291 1.793 0.04
H 4.901220 0.277391 -0.532858 -0.979 0.235 -1.085 0.01
H -1.656135 -2.503455 -1.120134 2.329 1.393 0.967 0.19
H 0.068165 -2.528574 -1.299901 0.893 -0.323 -0.470 0.11
H 2.910978 -1.802397 1.253497 -0.835 0.338 -1.101 0.11
H 1.349275 -2.430090 0.967028 0.560 1.098 -0.502 0.13
H 0.842561 0.421771 -1.538413 0.685 -0.112 0.934 0.15
H 7.718239 1.058078 0.988679 -0.802 -0.611 -1.900 0.04
```
Forces are in eV/Å.

The charge is +2. As for the relative energy (zero: lowest compared OMol25 entry of this formula, charge and spin): 357.9 kJ/mol. The value obtained for the highest occupied orbital energy (spin up / spin down) is -14.7 / -14.7 eV. The largest force on an atom is 4.65 eV/A. For the total energy, the calculation gives -892.79507 a.u.

---

The following is a DFT calculation (the ωB97M-V functional and the def2-TZVPD basis) of 2 unconnected molecules or ions with the total composition C7H16N4S in a non-equilibrium geometry.

```
28
Properties=species:S:1:pos:R:3:forces:R:3:lowdin_charge:R:1
C 1.260228 -0.608743 1.738316 -3.890 0.121 -0.383 -0.30
C -0.516396 0.993718 1.188041 1.773 0.674 -0.279 -0.25
C 0.825886 0.666714 1.529310 -1.443 2.412 -0.189 0.03
C -0.956391 -1.354161 1.063746 -0.024 -0.578 1.116 -0.10
C -1.754137 -2.399983 -1.129035 -0.024 -0.645 0.087 -0.04
C 3.269824 2.094214 -2.033678 1.417 -1.561 2.180 -0.48
C -1.779789 -2.478859 0.469101 -2.515 1.457 -0.924 -0.11
N 0.281380 -1.620210 1.612316 -2.136 4.013 -2.051 0.26
N -1.387645 -0.064410 1.058122 -0.284 -0.403 -0.357 0.22
N -0.936585 2.228613 0.831587 0.793 -1.879 0.962 0.24
N 2.435676 -0.933722 2.074713 2.989 -1.601 0.535 0.27
S 1.596297 1.801443 -1.569366 -0.949 0.410 -0.146 0.66
H 1.493495 1.514345 1.651700 0.096 -0.322 -0.158 0.14
H 1.063352 2.818075 -2.190018 -0.904 0.760 -0.379 -0.16
H -0.810186 -2.814785 -1.475136 0.330 0.193 0.086 0.07
H -1.781949 -1.339435 -1.486876 -0.635 -1.133 0.030 0.09
H -2.494123 -3.175822 -1.564185 0.674 1.902 0.788 0.13
H 3.577478 1.984656 -3.058295 -0.355 0.076 -0.399 0.05
H 3.503506 1.142218 -1.487478 1.480 0.603 -0.771 0.00
H 3.818502 2.890579 -1.490457 -0.699 -0.257 -0.514 0.06
H -1.477602 -3.442370 0.717208 1.319 -1.486 0.828 0.09
H -2.885892 -2.547351 0.789973 1.605 1.021 -0.190 0.17
H 0.519243 -2.537746 1.734362 0.722 -3.015 0.184 0.15
H -2.370674 0.236806 0.913005 0.636 -1.232 -0.306 0.22
H -0.323127 3.018912 0.915595 0.354 0.110 0.044 0.14
H -1.888210 2.446839 0.636355 -0.679 0.014 -0.154 0.14
H 3.176097 -0.269836 2.085035 0.402 0.770 0.181 0.16
H 2.778647 -1.875556 2.017464 -0.053 -0.425 0.179 0.16
```
Forces are in eV/Å.

The charge is +2. As for the relative energy (zero: lowest compared OMol25 entry of this formula, charge and spin): 26.6 kJ/mol. The value obtained for the highest occupied orbital energy is -14.9 eV. The largest force on an atom is 4.99 eV/A. For the total energy, the calculation gives -892.92126 a.u.